Computed, not measured: 2 unconnected molecules or ions with the total composition Cl5H2NSi2 at a distorted geometry, with ωB97M-V/def2-TZVPD.

The geometry in XYZ format:
```
10
Properties=species:S:1:pos:R:3:forces:R:3
Cl 3.048 -1.626 4.920 0.6 0.1 -0.1
Si 1.506 -2.566 4.007 0.3 1.4 0.7
Cl 1.660 -2.385 2.016 0.0 -0.3 -0.4
Cl 1.614 -4.458 4.550 -0.2 -1.2 0.1
Cl -0.050 -1.585 4.835 -0.6 -0.3 -0.3
Si -0.712 0.035 1.032 0.9 0.4 1.5
N 0.166 0.498 2.305 1.5 0.0 -0.2
Cl 1.812 1.081 2.188 -1.2 0.4 0.0
H -1.264 -1.185 1.533 -1.2 -0.5 -0.3
H -0.717 0.554 -0.296 -0.1 0.1 -1.1
```
Forces are in eV/Å.

The calculation puts the orbital gap at 8.2 eV. The relative energy (zero: lowest compared OMol25 entry of this formula, charge and spin) is 6.047 eV. Its LUMO energy is -0.0324 hartree. As for the spin multiplicity: 1. As for the strongest force on any atom: 1.8 eV/Å. For the HOMO energy, the calculation gives -9.055 eV. The total energy comes out at -2935.9983 Eh. As for the SMILES: Cl[Si](Cl)(Cl)Cl.[SiH2]=NCl.

These are the Löwdin partial charges, in e, on atoms 1 to 2: 0.281, -1.246